1.
Density functional theory data (wB97M-V/def2-TZVPD) for a structure of composition C50H57N6O7ReSSb2 at a distorted geometry.

Computed properties:
ΔE to the lowest compared entry with this formula, charge and spin = 816.2 kJ/mol
Net charge = -1
E_HOMO (alpha / beta) = -3.3 / -3.9 eV
Frontier orbital gap (alpha / beta) = 5.68 / 6.23 eV
M = 1315.8 g mol⁻¹
Multiplicity = 4
Largest force on an atom = 1.078 eV Å⁻¹

The geometry in XYZ format:
```
124
Properties=species:S:1:pos:R:3:mulliken_charge:R:1
Re 0.395 -0.190 0.385 0.476
C -0.440 -0.545 -3.572 -1.742
C -1.766 -1.257 -3.294 -0.205
C -1.931 -1.706 -1.831 -0.979
Sb -3.118 -0.786 -0.235 1.258
C -2.875 1.360 -0.015 0.513
C -1.707 1.957 0.752 2.426
C -2.028 3.270 1.407 -1.034
C -3.083 4.025 1.020 -0.832
C -4.004 3.530 0.069 -1.361
C -3.903 2.192 -0.367 -0.409
C -4.980 -0.694 -1.373 0.216
C -5.152 -1.201 -2.662 -0.290
C -6.395 -1.191 -3.286 -0.600
C -7.503 -0.678 -2.629 -0.574
C -7.362 -0.196 -1.334 -0.560
C -6.119 -0.214 -0.718 -0.529
Sb -0.505 1.416 -2.677 -0.201
C 1.177 2.235 -3.725 0.349
C 1.322 3.620 -3.828 -0.304
C 2.427 4.173 -4.462 -0.815
C 3.411 3.349 -4.995 -0.649
C 3.279 1.973 -4.897 -0.588
C 2.168 1.421 -4.268 -0.497
C -1.940 2.008 -4.191 0.638
C -1.561 2.300 -5.502 -0.714
C -2.515 2.544 -6.482 -0.789
C -3.868 2.493 -6.171 -0.603
C -4.261 2.203 -4.873 -0.755
C -3.302 1.971 -3.893 -0.377
H -0.288 -0.401 -4.645 0.721
H 0.403 -1.111 -3.169 0.593
H -1.832 -2.145 -3.933 0.520
H -2.583 -0.607 -3.613 -0.079
H -0.944 -1.801 -1.363 0.196
H -2.366 -2.710 -1.787 0.761
H -0.972 2.255 -0.014 -1.938
H -1.323 3.634 2.141 0.429
H -3.238 5.005 1.459 0.387
H -4.831 4.142 -0.267 0.379
H -4.713 1.813 -0.978 0.443
H -4.310 -1.620 -3.198 0.258
H -6.493 -1.580 -4.293 0.400
H -8.471 -0.664 -3.116 0.368
H -8.223 0.194 -0.802 0.376
H -6.034 0.158 0.299 0.342
H 0.564 4.272 -3.409 0.905
H 2.523 5.251 -4.536 0.440
H 4.282 3.780 -5.474 0.360
H 4.047 1.322 -5.298 0.390
H 2.093 0.344 -4.184 0.185
H -0.509 2.338 -5.765 0.356
H -2.200 2.769 -7.495 0.396
H -4.611 2.676 -6.939 0.349
H -5.313 2.151 -4.616 0.480
H -3.625 1.744 -2.885 0.624
C 3.024 -3.920 0.671 -1.695
C 3.296 -2.700 1.563 0.219
C 3.535 -1.487 0.676 -1.078
C 2.225 -2.641 2.638 0.637
C 2.600 -3.001 3.922 -0.460
C 1.666 -3.349 4.892 -1.543
C 0.354 -3.509 4.478 -0.353
C -0.079 -3.167 3.198 -0.302
C -1.445 -3.713 2.796 0.210
C -1.547 -4.088 1.320 -1.532
C -2.618 -2.846 3.245 -0.770
C 0.834 -2.487 2.342 0.373
N 0.413 -1.728 1.283 1.514
H 3.820 -4.042 -0.069 0.422
H 2.082 -3.781 0.134 0.180
H 2.950 -4.837 1.260 0.429
H 4.224 -2.904 2.110 0.594
H 2.901 -1.547 -0.206 0.321
H 4.566 -1.476 0.314 0.543
H 3.332 -0.548 1.188 -0.247
H 3.661 -3.063 4.149 0.314
H 1.970 -3.598 5.902 0.394
H -0.370 -3.961 5.150 0.404
H -1.513 -4.655 3.354 0.692
H -1.458 -3.213 0.683 0.068
H -2.513 -4.561 1.123 0.455
H -0.754 -4.786 1.037 0.381
H -2.591 -1.893 2.730 -0.402
H -2.576 -2.665 4.323 0.415
H -3.569 -3.336 3.014 0.448
C -2.649 0.798 3.299 -0.998
O -1.811 0.125 2.376 0.656
C -0.930 0.926 1.624 -0.219
O -0.163 1.682 2.627 -0.642
H -3.378 0.062 3.641 0.377
H -3.182 1.634 2.838 0.208
H -2.084 1.170 4.156 0.205
O 3.460 1.646 -0.278 -0.608
N 3.048 0.802 -1.054 0.705
O 3.741 0.174 -1.829 -0.624
O 1.752 0.527 -1.061 -0.600
C 1.465 6.235 -1.302 -0.920
N 1.722 5.203 -0.311 0.312
C 2.770 5.282 0.549 -0.082
C 2.986 4.330 1.473 -1.276
C 2.044 3.245 1.485 0.400
O 2.300 2.360 2.430 -0.558
N 1.073 3.124 0.638 1.180
C 0.884 4.074 -0.330 -0.469
O 0.021 4.001 -1.190 -0.616
H 1.971 7.150 -0.996 0.453
H 0.394 6.406 -1.369 0.263
H 1.821 5.929 -2.287 0.130
H 3.412 6.147 0.441 0.344
H 3.820 4.354 2.155 0.539
C 5.731 0.651 2.646 -0.839
N 4.976 0.300 3.837 0.497
C 5.538 -0.195 5.006 -0.317
C 4.512 -0.427 5.850 -0.759
N 3.375 -0.054 5.163 0.297
C 3.628 0.382 3.908 -0.740
S 1.309 1.055 2.962 0.962
H 6.627 1.202 2.933 0.362
H 5.105 1.273 2.011 0.186
H 6.017 -0.242 2.090 0.287
H 6.598 -0.335 5.130 0.499
H 4.501 -0.807 6.857 0.429
H 2.429 -0.140 5.497 0.234
```



2.
Density functional theory data (wB97M-V/def2-TZVPD) for a structure of composition C50H58BN8P2Y.

Computed properties:
ΔE to the lowest compared entry with this formula, charge and spin = 269.7 kJ/mol
Net charge = -2
E_HOMO = -1.1 eV
Frontier orbital gap = 5.25 eV
M = 932.7 g mol⁻¹
Multiplicity = 1
Largest force on an atom = 0.552 eV Å⁻¹

The geometry in XYZ format:
```
120
Properties=species:S:1:pos:R:3:mulliken_charge:R:1
Y -0.293 0.142 0.387 -0.963
C 1.893 3.414 1.468 -0.977
C 0.481 3.320 1.950 0.450
C -0.196 4.113 2.885 -1.658
C -1.444 3.519 3.024 0.969
C -2.584 3.886 3.914 -1.272
N -1.483 2.457 2.212 0.317
N -0.308 2.333 1.546 0.251
B -2.637 1.417 1.929 0.630
N -2.008 0.024 1.998 0.201
N -0.799 -0.078 2.720 0.334
C -0.744 0.170 3.985 0.983
C 0.653 0.350 4.521 -1.126
C -1.807 0.343 4.967 -1.575
C -3.122 0.033 4.866 1.216
C -3.871 0.259 6.156 -1.447
N -3.096 1.719 0.471 0.194
N -2.166 1.670 -0.527 0.168
C -2.705 2.271 -1.583 0.665
C -1.978 2.485 -2.866 -1.488
C -4.003 2.699 -1.277 -1.445
C -4.212 2.330 0.039 0.750
C -5.450 2.489 0.861 -1.769
H 2.189 4.453 1.309 0.456
H 2.017 2.874 0.528 -0.107
H 2.581 2.975 2.195 0.128
H 0.174 4.979 3.410 0.459
H -2.277 4.677 4.599 0.399
H -2.902 3.013 4.486 0.056
H -3.441 4.240 3.337 0.170
H -3.538 1.646 2.686 -0.206
H 1.381 0.345 3.715 -0.285
H 0.906 -0.434 5.236 0.391
H 0.704 1.306 5.048 0.438
H -1.389 0.708 5.929 -0.274
H -3.259 0.656 6.996 0.394
H -4.337 -0.676 6.488 0.356
H -4.707 0.950 5.990 0.189
H -0.954 2.126 -2.804 0.054
H -1.973 3.548 -3.118 0.475
H -2.452 1.944 -3.685 0.278
H -4.696 3.205 -1.931 0.447
H -5.951 3.423 0.603 0.420
H -5.227 2.479 1.924 0.148
H -6.142 1.668 0.661 0.268
N 1.558 -2.861 0.801 -1.018
P 2.185 -1.391 1.052 1.382
C 3.773 -1.290 0.111 0.168
C 4.424 -0.076 -0.096 0.391
C 5.643 -0.026 -0.759 -1.080
C 6.211 -1.192 -1.253 -0.576
C 5.553 -2.404 -1.081 -0.767
C 4.345 -2.451 -0.400 -0.788
C 2.976 -1.487 2.733 0.236
C 2.572 -2.535 3.555 -0.372
C 3.073 -2.664 4.844 -0.766
C 3.981 -1.738 5.338 -0.461
C 4.394 -0.689 4.525 -0.600
C 3.898 -0.570 3.235 -0.289
P 0.573 -0.905 -2.340 0.675
C 1.227 -2.434 -3.147 -0.325
C 1.172 -2.591 -4.535 -0.022
C 1.651 -3.745 -5.137 -0.802
C 2.189 -4.766 -4.361 -0.560
C 2.234 -4.624 -2.983 -0.728
C 1.752 -3.468 -2.376 -0.360
C 2.004 0.246 -2.703 1.447
C 3.180 -0.076 -3.377 -0.923
C 4.157 0.886 -3.602 -0.912
C 3.987 2.184 -3.144 -0.806
C 2.833 2.517 -2.447 -0.805
C 1.859 1.553 -2.233 -0.146
H 0.569 -2.794 0.566 0.082
H 3.960 0.844 0.247 0.437
H 6.132 0.928 -0.918 0.363
H 7.155 -1.154 -1.786 0.356
H 5.985 -3.315 -1.481 0.393
H 3.820 -3.386 -0.245 0.468
H 1.863 -3.247 3.147 0.389
H 2.740 -3.483 5.471 0.350
H 4.363 -1.829 6.348 0.349
H 5.104 0.040 4.899 0.372
H 4.236 0.253 2.615 0.289
H 0.754 -1.807 -5.152 0.350
H 1.602 -3.847 -6.215 0.432
H 2.561 -5.669 -4.831 0.347
H 2.636 -5.420 -2.365 0.425
H 1.770 -3.371 -1.293 0.550
H 3.335 -1.086 -3.735 0.363
H 5.064 0.613 -4.129 0.347
H 4.754 2.931 -3.319 0.322
H 2.687 3.526 -2.077 0.420
H 0.937 1.842 -1.728 0.052
C -3.783 -1.143 -0.825 -1.767
C -3.424 -1.655 0.578 2.741
C -3.298 -3.181 0.467 -2.150
C -4.553 -1.321 1.559 -1.798
C -2.062 -1.174 1.108 0.673
H -4.674 -1.666 -1.195 0.582
H -2.961 -1.318 -1.525 0.147
H -4.005 -0.078 -0.834 0.217
H -4.195 -3.612 0.012 0.501
H -3.159 -3.630 1.454 0.467
H -2.438 -3.447 -0.154 0.264
H -5.478 -1.837 1.269 0.450
H -4.753 -0.248 1.576 0.092
H -4.283 -1.592 2.581 0.276
H -1.683 -1.971 1.753 0.411
N -0.755 -0.431 -3.129 0.714
C -0.961 -0.135 -4.448 -0.733
C -0.106 0.658 -5.248 0.826
C -0.427 0.975 -6.558 -0.839
C -1.610 0.532 -7.139 -0.568
C -2.472 -0.242 -6.366 -0.459
C -2.160 -0.566 -5.058 -0.533
H 0.819 1.025 -4.822 0.370
H 0.259 1.587 -7.135 0.375
H -1.857 0.786 -8.163 0.327
H -3.404 -0.599 -6.792 0.355
H -2.835 -1.161 -4.455 0.350
```



3.
Density functional theory data (wB97M-V/def2-TZVPD) for a cluster of 9 separate species, C50H58ClN10O2 in total at a distorted geometry.

Computed properties:
ΔE to the lowest compared entry with this formula, charge and spin = 209.0 kJ/mol
Net charge = +1
E_HOMO = -10.5 eV
Frontier orbital gap = 6.39 eV
M = 866.5 g mol⁻¹
Multiplicity = 1
Largest force on an atom = 5.491 eV Å⁻¹

The geometry in XYZ format:
```
121
Properties=species:S:1:pos:R:3:mulliken_charge:R:1
C 5.286 -2.291 1.710 -0.545
O 4.779 -1.623 0.521 -0.336
C 4.216 -0.334 0.811 -0.618
N 2.711 -0.478 0.985 0.468
C 2.026 0.654 1.197 -0.560
C 0.478 0.215 1.398 -0.078
C -0.646 1.091 0.664 -0.372
C -1.416 1.903 1.836 0.526
O -0.884 2.857 2.454 -0.502
Cl -3.092 1.368 2.302 -0.157
C 0.438 -1.383 1.416 1.078
C -0.803 -2.201 0.836 -0.545
C -1.776 -2.837 1.958 0.159
N -3.206 -2.349 1.837 -0.735
C 1.936 -1.766 0.945 -0.474
H 5.517 -1.595 2.585 0.265
H 4.549 -3.122 2.035 0.238
H 6.267 -2.843 1.454 0.242
H 4.458 0.336 -0.098 0.259
H 4.648 0.185 1.734 0.426
H 2.464 1.713 1.248 0.421
H 0.335 0.478 2.518 0.243
H -1.416 0.511 0.061 0.326
H -0.155 1.833 -0.076 0.357
H 0.438 -1.654 2.542 -0.441
H -0.363 -3.103 0.261 -0.198
H -1.456 -1.646 0.084 0.515
H -1.766 -3.992 1.877 0.289
H -1.439 -2.600 3.027 -0.085
H -3.226 -1.439 1.337 0.251
H -3.529 -2.143 2.804 0.338
H 2.362 -2.585 1.622 0.148
H 1.861 -2.264 -0.090 0.128
N 1.687 -3.370 4.578 -0.269
C 1.913 -2.300 5.358 -0.034
C 1.459 -2.185 6.661 -0.690
C 0.723 -3.234 7.195 -0.298
C 0.473 -4.352 6.412 -0.372
C 0.974 -4.372 5.120 -0.306
H 2.489 -1.504 4.896 0.379
H 1.673 -1.299 7.245 0.396
H 0.349 -3.181 8.211 0.436
H -0.098 -5.188 6.796 0.407
H 0.808 -5.225 4.469 0.372
N -0.282 -3.196 -2.294 -0.271
C -1.246 -4.132 -2.331 -0.135
C -1.214 -5.240 -3.162 -0.733
C -0.126 -5.394 -4.009 -0.047
C 0.883 -4.442 -3.994 -0.707
C 0.760 -3.370 -3.124 -0.155
H -2.077 -3.966 -1.652 0.429
H -2.018 -5.964 -3.147 0.456
H -0.066 -6.248 -4.675 0.392
H 1.745 -4.530 -4.643 0.413
H 1.525 -2.602 -3.074 0.410
N -2.181 -1.528 5.492 -0.112
C -2.453 -1.758 6.783 -0.484
C -2.958 -0.801 7.648 -0.498
C -3.194 0.474 7.148 -0.421
C -2.918 0.739 5.813 -0.505
C -2.418 -0.291 5.033 0.451
H -2.249 -2.768 7.123 0.524
H -3.161 -1.043 8.683 0.406
H -3.588 1.252 7.793 0.391
H -3.088 1.721 5.389 0.387
H -2.189 -0.139 3.986 -0.249
N 8.060 0.444 2.783 -0.465
C 9.041 -0.263 2.196 -0.294
C 9.772 0.186 1.108 -0.437
C 9.473 1.436 0.588 -0.187
C 8.462 2.186 1.172 -0.400
C 7.793 1.650 2.260 -0.598
H 9.236 -1.236 2.636 0.429
H 10.554 -0.426 0.678 0.415
H 10.021 1.822 -0.264 0.398
H 8.201 3.166 0.791 0.435
H 6.997 2.201 2.753 0.701
N -3.104 -2.439 -7.478 -0.510
C -4.377 -2.844 -7.334 -0.473
C -4.872 -3.436 -6.183 -0.416
C -4.004 -3.628 -5.118 -0.200
C -2.683 -3.221 -5.241 -0.030
C -2.286 -2.634 -6.432 -0.439
H -5.015 -2.675 -8.195 0.395
H -5.909 -3.741 -6.122 0.396
H -4.353 -4.089 -4.201 0.391
H -1.981 -3.354 -4.433 0.489
H -1.264 -2.296 -6.575 0.376
N -5.986 1.418 -6.600 -0.535
C -5.003 0.711 -7.183 -0.230
C -4.272 1.159 -8.271 -0.260
C -4.574 2.408 -8.795 -0.497
C -5.586 3.159 -8.214 -0.300
C -6.256 2.624 -7.126 0.048
H -4.807 -0.259 -6.740 0.438
H -3.488 0.546 -8.699 0.431
H -4.025 2.793 -9.648 0.365
H -5.848 4.137 -8.597 0.401
H -7.052 3.174 -6.636 0.138
N -9.047 5.214 -7.353 -0.475
C -9.338 5.014 -6.057 -0.054
C -9.848 5.994 -5.221 -0.581
C -10.068 7.258 -5.749 -0.122
C -9.774 7.493 -7.084 -0.409
C -9.271 6.445 -7.838 -0.151
H -9.146 4.011 -5.690 0.386
H -10.067 5.775 -4.183 0.340
H -10.465 8.052 -5.126 0.363
H -9.933 8.467 -7.529 0.344
H -9.029 6.579 -8.888 0.367
N 9.874 4.534 4.408 -0.540
C 8.989 3.549 4.625 -0.326
C 7.950 3.633 5.538 -0.395
C 7.817 4.801 6.276 -0.300
C 8.720 5.834 6.073 -0.368
C 9.722 5.654 5.133 -0.194
H 9.136 2.656 4.028 0.638
H 7.263 2.806 5.670 0.404
H 7.018 4.904 7.002 0.363
H 8.647 6.759 6.631 0.360
H 10.450 6.434 4.936 0.378
```